# 1
{"formula": "C3H12N2O", "method": "wB97M-V/def2-TZVPD", "homo_lumo_gap_ev": 9.85, "total_charge": 0, "homo_ev": -9.01, "species": ["C", "C", "N", "H", "H", "H", "H", "H", "H", "H", "N", "C", "O", "H", "H", "H", "H", "H"], "xyz": [[-1.279087, -1.695463, 2.807315], [-0.689207, -1.781877, 1.396976], [-0.990441, -0.503454, 0.731341], [-2.352781, -1.369622, 2.846613], [-1.222042, -2.714447, 3.346787], [-0.721521, -1.039040, 3.408910], [0.382789, -1.970651, 1.462092], [-1.130662, -2.619871, 0.804093], [-1.009466, 0.176837, 1.508752], [-0.141776, -0.258489, 0.199015], [0.996773, 0.152879, -1.329500], [0.464539, 1.436679, -1.554320], [1.425039, 2.259573, -2.141222], [1.180101, -0.214854, -2.262434], [1.920063, 0.354019, -0.916551], [-0.404299, 1.368031, -2.216063], [0.143320, 1.830479, -0.546927], [0.934170, 3.079013, -2.217219]], "forces_ev_per_angstrom": [[-1.235, -2.896, 0.216], [-1.097, -0.200, 0.044], [1.007, 0.556, 0.629], [0.937, -0.314, -0.363], [-0.160, 1.430, -0.823], [0.828, 1.085, 0.751], [0.137, -0.069, 0.069], [0.221, 0.549, 0.520], [-0.150, -0.175, -0.685], [-0.859, -0.137, -0.084], [1.412, -0.366, -0.470], [-1.447, 0.164, 1.278], [0.121, 0.755, -0.150], [0.173, -0.414, 0.308], [-0.344, -0.573, -0.159], [-0.161, -0.084, 0.211], [0.138, -0.018, -0.915], [0.479, 0.708, -0.378]], "mulliken_charge": [-1.21, -0.12, -0.60, 0.31, 0.32, 0.38, 0.23, 0.23, 0.26, 0.34, -0.62, -0.41, -0.51, 0.26, 0.20, 0.34, 0.29, 0.31]}

# 2
{"formula": "C42H28Cl2CrGeN5O6", "method": "wB97M-V/def2-TZVPD", "homo_lumo_gap_ev": [5.32, 6.50], "total_charge": -2, "homo_ev": [-1.56, -2.74], "spin_multiplicity": 6, "species": ["Cr", "Cl", "C", "C", "C", "N", "C", "O", "C", "C", "C", "C", "C", "N", "C", "C", "C", "Cl", "N", "C", "O", "C", "C", "C", "C", "C", "N", "H", "H", "H", "H", "H", "H", "H", "H", "H", "H", "O", "C", "O", "C", "C", "C", "N", "C", "C", "C", "O", "O", "H", "H", "H", "C", "Ge", "C", "C", "C", "C", "C", "C", "C", "C", "C", "C", "C", "C", "C", "C", "C", "C", "H", "H", "H", "H", "H", "H", "H", "H", "H", "H", "H", "H", "H", "H", "H"], "xyz": [[1.431579, 0.102081, 1.189197], [-0.136589, 2.526922, 7.317637], [-0.398548, 1.925200, 5.650325], [0.570335, 2.146776, 4.663822], [0.464811, 1.660163, 3.365468], [1.416836, 1.907548, 2.363683], [1.572795, 3.246186, 2.034540], [0.987426, 4.177048, 2.615644], [2.596394, 3.627250, 0.957624], [2.957751, 4.964515, 0.843873], [3.870657, 5.356815, -0.124097], [4.438291, 4.434583, -0.972366], [4.060995, 3.071260, -0.788387], [3.193186, 2.697705, 0.177586], [-0.616796, 0.804005, 3.091937], [-1.572403, 0.548984, 4.090823], [-1.485136, 1.129209, 5.315794], [-2.677234, 0.841357, 6.546365], [-0.561699, 0.196192, 1.880815], [-1.367560, -0.861350, 1.580217], [-2.059421, -0.712598, 0.404722], [-1.504127, -2.102953, 2.241199], [-2.523709, -3.054011, 1.860098], [-2.767619, -4.072589, 2.720971], [-2.045382, -4.203917, 3.930095], [-1.010792, -3.299746, 4.155737], [-0.666905, -2.350345, 3.300178], [1.467966, 2.732777, 4.886876], [2.484286, 5.635748, 1.544882], [4.231861, 6.368873, -0.189636], [5.046849, 4.716149, -1.808104], [4.462594, 2.292113, -1.438188], [-2.374102, -0.180253, 3.936550], [-3.130597, -2.918347, 0.966302], [-3.505181, -4.832609, 2.436014], [-2.235642, -4.928521, 4.688396], [-0.405502, -3.343702, 5.025976], [7.006552, -3.318995, -1.359124], [7.180464, -2.418179, -0.516525], [8.252517, -1.868589, -0.112637], [5.877918, -1.822698, 0.110541], [5.896762, -0.639243, 0.807958], [4.664702, -0.063725, 1.124386], [3.503350, -0.563916, 0.749488], [3.452478, -1.763873, 0.110176], [4.638445, -2.422356, -0.207308], [2.075568, -2.367040, -0.233826], [1.974552, -3.451896, -0.804797], [1.077595, -1.682409, 0.225899], [6.842618, -0.222878, 1.097354], [4.525648, 0.870190, 1.676768], [4.583382, -3.388968, -0.686601], [0.114235, 0.654793, -1.552619], [-1.725210, 0.021162, -1.249220], [-2.894555, 1.586996, -1.305942], [-2.511152, 2.700573, -2.093099], [-3.337507, 3.824561, -2.212310], [-4.520443, 3.882741, -1.482023], [-4.854568, 2.826557, -0.640941], [-4.041230, 1.700918, -0.552135], [-2.014015, -1.587947, -2.316659], [-1.520638, -2.683071, -1.698809], [-1.581230, -3.944848, -2.296109], [-2.131872, -4.100279, -3.541036], [-2.566660, -2.965622, -4.285655], [-2.926443, -3.009127, -5.639580], [-3.214263, -1.869367, -6.347849], [-3.215919, -0.629554, -5.707680], [-2.808191, -0.543385, -4.386921], [-2.471579, -1.684803, -3.651552], [0.185994, 1.176342, -2.518717], [0.780428, -0.223931, -1.529182], [0.312870, 1.358937, -0.751421], [-1.596799, 2.699186, -2.644778], [-3.052720, 4.677912, -2.802292], [-5.107260, 4.810387, -1.397183], [-5.658114, 2.957525, 0.068749], [-4.224242, 0.956281, 0.212475], [-1.010211, -2.549894, -0.740608], [-1.171832, -4.811661, -1.765737], [-2.179640, -5.064451, -4.028545], [-2.993772, -3.959022, -6.114480], [-3.518673, -2.021055, -7.376423], [-3.509901, 0.282136, -6.218365], [-2.797107, 0.407065, -3.877674]], "forces_ev_per_angstrom": [[0.111, -0.043, 0.257], [-0.101, -0.216, -1.032], [0.763, 0.097, -0.109], [0.489, 0.663, 0.237], [-0.651, 0.419, 1.423], [0.654, 1.103, -1.453], [-0.442, -1.114, 1.273], [0.603, -0.362, -0.759], [0.882, -0.558, -0.617], [-0.283, -0.062, 0.197], [0.314, 0.102, 0.321], [-1.070, -2.009, 0.143], [-0.536, 1.225, 0.791], [-0.116, 0.085, -0.516], [0.467, -0.479, 0.560], [-0.578, -0.665, -0.924], [0.508, 0.775, 1.335], [-0.398, -0.299, -0.050], [0.112, -0.871, -0.889], [-0.049, 0.696, -1.415], [-0.201, -0.315, -0.254], [-0.102, -0.285, -0.023], [0.480, 0.999, 0.128], [-0.195, -1.291, 0.461], [0.213, 0.794, -0.360], [-0.455, -0.085, -1.370], [-0.703, 0.844, -0.035], [-0.459, -0.117, 0.102], [0.061, 0.234, -0.087], [-0.281, 0.414, 0.034], [0.462, 0.095, -0.095], [-0.109, 0.050, 0.304], [0.296, 0.381, -0.182], [0.335, 0.061, 0.167], [0.129, 0.296, 0.271], [-0.352, -0.583, 0.163], [0.516, -0.277, 0.781], [0.062, 0.285, 0.357], [1.000, 0.405, 0.514], [-1.125, -0.574, -0.404], [-0.251, -0.961, -1.176], [-0.894, 0.020, 0.319], [0.200, 0.770, 0.321], [-1.654, -0.907, -0.274], [1.026, -0.193, -0.190], [-0.330, 0.560, 0.425], [-0.114, -0.495, 0.599], [0.373, 0.886, 0.153], [0.334, 0.651, -0.015], [0.200, 0.243, 0.008], [0.539, -0.188, -0.159], [0.181, 0.111, -0.187], [-0.434, -0.461, -0.231], [0.692, -0.015, 1.006], [0.728, 0.703, -0.919], [-1.220, -0.174, 0.025], [-0.058, -0.497, 0.497], [-0.077, 0.213, 0.591], [0.384, 0.258, 0.246], [-0.372, 0.050, 0.463], [-0.108, 0.767, -0.106], [0.590, -0.115, 0.997], [-0.052, -1.155, -0.413], [0.007, 0.273, -0.060], [0.703, 0.563, 0.778], [-0.145, 0.452, 0.189], [-0.426, -0.826, -0.035], [0.418, 0.643, 0.680], [-0.672, 0.068, -0.861], [-0.216, -0.492, -0.213], [0.013, -0.194, 0.247], [-0.229, 0.560, -0.031], [0.326, 0.198, 0.099], [0.540, -0.136, -0.243], [0.245, 0.102, -0.195], [0.243, -0.498, -0.427], [-0.265, -0.140, -0.090], [-0.277, -0.175, -0.140], [-0.248, -0.387, -0.184], [-0.135, 0.380, -0.201], [0.034, -0.163, 0.073], [0.050, -0.667, -0.390], [0.030, 0.424, -0.079], [0.071, -0.144, -0.105], [0.000, 0.266, -0.036]], "mulliken_charge": [0.04, -0.28, -0.21, -0.28, -0.25, -0.04, 0.07, -0.73, 0.16, -0.67, -0.31, -0.74, -0.27, 0.13, 0.72, -0.65, 0.09, -0.27, 0.30, -0.03, -0.35, 0.84, -0.71, -0.47, -0.60, -0.53, -0.40, 0.40, 0.49, 0.38, 0.40, 0.43, 0.46, 0.43, 0.35, 0.41, 0.47, -0.71, 0.40, -0.75, 0.28, -0.95, -0.37, 0.51, 0.39, -0.52, -0.07, -0.73, 0.08, 0.50, 0.57, 0.56, -1.42, 1.46, -0.03, -0.24, -0.74, -0.36, -0.64, -0.26, -0.11, -0.03, -1.24, -0.96, 0.75, -0.70, -0.53, -0.85, -0.47, 0.82, 0.72, 0.20, 0.31, 0.37, 0.40, 0.30, 0.36, 0.38, 0.26, 0.46, 0.34, 0.40, 0.34, 0.39, 0.33]}

# 3
{"formula": "C8H32O9", "method": "wB97M-V/def2-TZVPD", "homo_lumo_gap_ev": 7.31, "total_charge": 0, "homo_ev": -7.48, "species": ["O", "H", "H", "O", "H", "H", "O", "H", "H", "O", "H", "H", "O", "H", "H", "C", "C", "O", "O", "H", "H", "H", "H", "H", "H", "C", "C", "C", "O", "H", "H", "H", "H", "H", "H", "H", "H", "C", "C", "C", "O", "H", "H", "H", "H", "H", "H", "H", "H"], "xyz": [[1.346113, -1.427485, -0.127012], [0.847824, -1.829131, -0.838779], [2.051530, -2.049053, 0.052636], [1.347964, 0.509134, -1.190045], [1.953264, -0.083884, -0.744873], [1.786892, 0.727331, -2.012217], [-0.234281, -0.577119, -1.921616], [0.194729, 0.037562, -1.326347], [-0.385266, -0.071843, -2.720449], [0.089295, -0.006789, 0.305875], [0.595066, -0.814713, 0.218203], [0.659966, 0.673567, -0.051460], [-1.591694, -0.808897, 1.170298], [-1.419990, -1.016478, 2.088797], [-0.764955, -0.451302, 0.846469], [-1.101800, 1.791159, 1.687363], [0.477033, 1.739479, 1.856975], [1.324241, 2.305924, 0.867006], [-1.844427, 1.432224, 2.840173], [-1.337186, 1.033388, 0.940044], [-1.464134, 2.775508, 1.390947], [0.889335, 0.818634, 2.269479], [0.516103, 2.408245, 2.716819], [0.737375, 2.835312, 0.322091], [-2.773159, 1.551303, 2.628325], [-0.743865, 3.024379, -2.286774], [-0.054019, 2.568882, -0.921322], [1.471657, 2.608106, -0.890611], [-0.391152, 3.363170, 0.129254], [-1.793376, 3.183865, -2.039412], [-0.608415, 2.245764, -3.037451], [-0.167720, 3.848634, -2.707204], [-0.451861, 1.583972, -0.676870], [1.915754, 2.375464, -1.858488], [1.870032, 1.950083, -0.118346], [1.881867, 3.603929, -0.722774], [-1.346962, 3.388774, 0.043395], [0.325129, -4.100181, -0.696991], [-0.143856, -4.074609, 0.747878], [-0.895611, -2.688092, 1.016070], [-0.987276, -5.188698, 0.932080], [-0.313046, -3.450153, -1.295573], [0.493471, -5.114223, -1.059567], [1.338605, -3.699067, -0.689776], [0.729558, -4.037460, 1.398949], [-0.937048, -2.505548, 2.089884], [-1.896437, -2.866790, 0.623001], [-0.416328, -1.804941, 0.593648], [-0.778942, -5.717336, 0.158300]], "forces_ev_per_angstrom": [[9.551, -9.102, -2.489], [-0.479, -0.349, -1.352], [0.272, -0.571, 0.651], [8.251, 0.946, -3.623], [0.342, -0.258, -0.188], [0.066, 0.411, -0.321], [-4.368, -3.302, -3.614], [-1.388, -0.527, -0.790], [-0.234, -0.334, -0.417], [-0.560, 6.028, 1.241], [-1.945, 1.969, 2.608], [-0.643, 0.470, 1.912], [-7.907, 1.545, 3.761], [-0.810, 0.744, 0.132], [-1.334, 1.076, 0.906], [-0.680, -0.808, -0.714], [-1.612, 2.359, 4.892], [-1.529, -3.009, 14.172], [0.957, -0.142, 1.199], [-0.722, 1.206, 0.108], [0.017, -0.816, 1.501], [-0.366, -0.108, -0.581], [0.535, 0.288, 0.588], [0.962, 0.845, 3.996], [0.082, -0.159, -0.106], [1.748, -0.691, 1.475], [-0.230, -0.829, -5.543], [3.772, 3.368, -10.957], [-3.967, 5.186, -2.113], [-0.036, 0.307, -0.587], [-0.387, -0.290, 0.149], [-0.591, 0.524, 0.283], [-0.176, 0.425, -0.586], [-0.283, 0.809, -1.158], [2.717, -0.017, -4.241], [-0.552, 0.530, 0.033], [-0.101, 0.658, 0.464], [0.991, 0.544, 0.571], [-0.353, 1.970, -0.276], [1.582, -4.693, -0.483], [0.038, -0.063, 0.333], [-0.129, -0.468, -0.493], [-0.429, -0.019, -0.373], [0.125, -0.010, -0.441], [0.199, -0.808, 0.400], [0.188, -1.028, -0.040], [0.173, 0.267, -0.067], [-0.303, -3.526, -0.137], [-0.455, -0.547, 0.317]], "mulliken_charge": [-0.51, 0.37, 0.51, -0.86, 0.19, 0.52, -0.60, -0.12, 0.24, -1.78, -1.36, 0.16, -0.77, 0.22, 0.58, -0.66, -0.55, -0.56, -0.58, 0.75, 0.26, 0.34, 0.42, 1.03, 0.38, -1.55, 1.70, -2.08, -0.67, 0.38, 0.31, 0.39, 0.25, 0.35, 0.45, 0.56, 0.40, -1.47, 0.47, 0.45, -0.54, 0.31, 0.63, 0.17, 0.20, 0.35, 0.38, 0.61, 0.33]}

For the records above, the corresponding total energy values read -306.2134, -6384.5152, -1000.2292 a.u..
For the records above, the corresponding ΔE to the lowest compared entry with this formula, charge and spin values read 0.832, 0.177, 24.305 eV.